Computed, not measured: C49H38BiN5O6PSbSe4 as an isolated structure, with ωB97M-V with the def2-TZVPD basis set.

ORCA input file:
```
! RIJCOSX wB97M-V def2-TZVPD def2/J DEFGRID3
* xyz -2 1
Bi -0.007 -0.750 -0.003
C 1.320 -0.404 5.511
O 0.866 -1.451 6.396
C 0.963 -2.746 6.029
C 1.504 -3.141 4.832
C 1.384 -4.483 4.397
C 0.694 -5.396 5.150
C 0.325 -5.024 6.463
C 0.473 -3.698 6.899
N 0.323 -6.697 4.691
N -0.241 -6.782 3.579
C -0.390 -5.607 2.716
C 0.155 -5.942 1.517
C 0.357 -5.007 0.508
C -0.022 -3.657 0.664
O 0.087 -2.874 -0.339
C -0.601 -3.319 1.943
N -0.969 -2.019 2.048
C -1.571 -1.596 3.102
C -1.941 -2.452 4.160
C -1.692 -3.786 4.062
C -0.915 -4.274 2.946
H 1.020 0.522 5.946
H 0.905 -0.561 4.468
H 2.376 -0.376 5.460
H 1.970 -2.456 4.148
H 1.801 -4.774 3.437
H -0.214 -5.735 7.071
H 0.080 -3.450 7.827
H 0.496 -6.988 1.395
H 0.785 -5.297 -0.459
H -1.826 -0.530 3.085
H -2.539 -2.084 4.971
H -1.912 -4.436 4.907
O -2.882 -1.628 -0.804
C -2.553 -1.011 -1.817
O -1.361 -0.949 -2.260
C -3.542 -0.233 -2.659
C -4.644 -0.955 -3.136
C -5.436 -0.442 -4.143
C -5.122 0.825 -4.673
C -4.142 1.571 -4.121
C -3.356 1.128 -3.046
P -2.000 2.028 -2.244
C -2.769 3.674 -1.822
C -1.871 4.422 -1.053
C -2.186 5.713 -0.762
C -3.381 6.263 -1.181
C -4.258 5.484 -1.909
C -3.976 4.179 -2.236
C -1.055 2.509 -3.747
C -0.656 1.477 -4.569
C 0.051 1.723 -5.731
C 0.382 3.019 -6.062
C -0.033 4.053 -5.285
C -0.753 3.841 -4.129
H -4.711 -1.964 -2.767
H -6.258 -1.071 -4.546
H -5.665 1.188 -5.489
H -3.837 2.558 -4.522
H -0.908 4.074 -0.671
H -1.405 6.297 -0.254
H -3.608 7.261 -0.825
H -5.311 5.806 -2.151
H -4.694 3.622 -2.810
H -0.980 0.514 -4.330
H 0.335 0.919 -6.447
H 0.919 3.325 -6.940
H 0.241 5.031 -5.620
H -0.998 4.675 -3.486
O 1.109 1.769 -0.899
C 1.622 1.029 -1.711
N 1.566 -0.343 -1.676
C 2.278 -0.887 -2.750
O 2.411 -2.050 -3.019
C 2.816 0.296 -3.559
C 3.651 0.385 -4.686
C 3.956 1.619 -5.198
C 3.506 2.789 -4.555
C 2.739 2.718 -3.378
C 2.410 1.448 -2.902
H 3.866 -0.530 -5.247
H 4.467 1.729 -6.160
H 3.737 3.783 -5.017
H 2.400 3.625 -2.883
Se -0.896 4.946 4.736
Sb 1.417 5.426 3.972
Se 2.811 4.248 5.432
Se 1.775 7.625 3.403
Se -0.464 4.509 2.304
C 1.570 1.129 2.129
C 2.444 -0.128 1.973
C 3.667 -0.371 2.515
C 4.039 -1.637 1.908
C 2.966 -2.040 1.114
C 3.059 -3.242 0.207
N 2.008 -1.133 1.154
H 2.031 1.756 2.880
H 0.567 0.797 2.489
H 1.478 1.585 1.164
H 4.182 0.296 3.173
H 5.024 -2.135 1.952
H 4.041 -3.280 -0.222
H 2.315 -3.216 -0.609
H 2.812 -4.174 0.686
*
```

ΔE to the lowest compared entry with this formula, charge and spin: 0.0 kcal/mol
LUMO energy: 3.40 eV
HOMO-LUMO gap: 6.274 eV

---

Computed, not measured: a 19-piece molecular cluster, C76H152O19 overall, with ωB97M-V with the def2-TZVPD basis set.

ORCA input file:
```
! RIJCOSX wB97M-V def2-TZVPD def2/J DEFGRID3
* xyz 0 1
C 2.602 -0.671 8.350
C 1.844 0.601 8.797
C 1.589 1.341 7.478
O 1.291 0.215 6.581
C 2.031 -0.997 6.965
H 2.551 -1.575 8.912
H 3.673 -0.441 8.277
H 2.381 1.259 9.495
H 0.814 0.358 9.217
H 2.385 1.948 7.040
H 0.629 1.905 7.616
H 2.823 -1.200 6.249
H 1.256 -1.775 6.886
C -3.926 2.122 2.705
C -2.770 2.113 1.749
C -3.305 3.094 0.739
O -4.640 2.624 0.538
C -5.135 2.530 1.858
H -3.666 2.915 3.426
H -4.013 1.157 3.132
H -2.448 1.169 1.315
H -1.882 2.468 2.239
H -2.824 3.100 -0.232
H -3.364 4.128 1.199
H -5.961 1.808 1.913
H -5.561 3.532 2.082
C -0.023 -4.069 -4.360
C 1.428 -3.542 -4.556
C 1.240 -2.093 -4.574
O 0.260 -1.879 -3.513
C -0.715 -2.908 -3.677
H -0.090 -4.881 -3.620
H -0.603 -4.336 -5.249
H 1.810 -3.910 -5.491
H 2.043 -3.819 -3.666
H 0.809 -1.762 -5.564
H 2.135 -1.522 -4.307
H -1.510 -2.471 -4.327
H -1.242 -3.211 -2.728
C -5.170 -2.515 2.297
C -4.652 -1.783 1.100
C -5.724 -0.732 0.909
O -6.081 -0.335 2.306
C -5.997 -1.505 3.100
H -4.353 -3.009 2.891
H -5.843 -3.289 1.861
H -4.535 -2.484 0.254
H -3.637 -1.403 1.396
H -6.580 -1.228 0.420
H -5.339 0.091 0.372
H -7.030 -1.900 3.314
H -5.561 -1.367 4.086
C 4.516 2.506 -4.936
C 3.459 2.543 -3.821
C 3.289 1.064 -3.459
O 3.365 0.412 -4.706
C 4.519 1.023 -5.372
H 5.462 2.868 -4.570
H 4.291 3.173 -5.794
H 2.489 2.880 -4.297
H 3.724 3.191 -3.015
H 2.341 1.002 -2.865
H 4.074 0.629 -2.792
H 4.370 0.964 -6.420
H 5.428 0.605 -5.012
C 7.078 -0.382 5.404
C 7.533 1.064 5.267
C 6.281 1.686 4.529
O 5.947 0.706 3.542
C 6.298 -0.589 4.051
H 6.298 -0.512 6.171
H 7.894 -1.096 5.457
H 8.433 1.129 4.695
H 7.759 1.593 6.149
H 6.493 2.656 4.047
H 5.395 1.765 5.206
H 6.902 -1.176 3.325
H 5.379 -1.156 4.199
C 0.591 3.071 4.065
C 1.595 2.593 3.101
C 2.751 2.159 4.039
O 2.702 3.189 5.059
C 1.495 3.900 4.942
H 0.136 2.293 4.651
H -0.134 3.744 3.598
H 1.905 3.418 2.432
H 1.247 1.802 2.455
H 3.767 2.206 3.569
H 2.512 1.189 4.418
H 1.734 4.785 4.409
H 1.194 4.174 5.991
C -1.254 3.220 -5.871
C -0.591 1.970 -5.241
C -0.539 1.055 -6.454
O -1.772 1.360 -7.200
C -2.293 2.625 -6.762
H -0.427 3.681 -6.458
H -1.551 3.895 -5.033
H -1.239 1.545 -4.456
H 0.389 2.205 -4.879
H -0.582 0.027 -6.154
H 0.344 1.174 -7.074
H -3.259 2.406 -6.229
H -2.459 3.313 -7.641
C -5.488 4.346 -3.356
C -4.780 5.666 -3.176
C -3.391 5.263 -2.700
O -3.272 3.829 -2.776
C -4.565 3.384 -2.581
H -5.612 4.021 -4.375
H -6.421 4.458 -2.815
H -5.148 6.282 -2.387
H -4.639 6.191 -4.126
H -3.280 5.626 -1.647
H -2.556 5.731 -3.302
H -4.847 3.273 -1.512
H -4.467 2.328 -2.960
C 4.899 -2.338 -1.756
C 5.401 -1.800 -3.117
C 5.887 -2.997 -3.799
O 6.514 -3.695 -2.719
C 5.603 -3.663 -1.596
H 3.813 -2.507 -1.901
H 5.038 -1.586 -0.962
H 6.186 -1.033 -3.028
H 4.554 -1.422 -3.694
H 6.600 -2.783 -4.626
H 5.059 -3.609 -4.112
H 6.139 -3.704 -0.632
H 4.886 -4.510 -1.604
C -1.804 -0.803 5.266
C -2.455 -2.138 4.946
C -1.655 -2.464 3.729
O -1.595 -1.246 2.999
C -1.139 -0.287 3.949
H -1.005 -0.842 5.993
H -2.535 -0.062 5.590
H -3.485 -1.981 4.626
H -2.270 -2.795 5.805
H -1.981 -3.155 2.960
H -0.663 -2.836 4.061
H -1.452 0.727 3.583
H -0.072 -0.300 3.970
C 0.099 -0.907 -0.054
C -1.160 -0.550 -0.915
C -0.667 0.555 -1.830
O 0.369 1.246 -1.178
C 1.111 0.242 -0.505
H 0.520 -1.833 -0.435
H -0.138 -0.966 1.008
H -2.006 -0.151 -0.337
H -1.595 -1.296 -1.571
H -1.476 1.250 -2.087
H -0.231 0.122 -2.705
H 1.584 0.718 0.337
H 1.845 -0.218 -1.131
C 3.067 -1.692 2.163
C 2.219 -1.997 3.448
C 2.821 -3.352 3.974
O 3.523 -3.960 2.915
C 4.028 -2.919 2.068
H 3.618 -0.789 2.311
H 2.466 -1.638 1.250
H 1.116 -2.017 3.286
H 2.355 -1.221 4.189
H 2.098 -4.078 4.320
H 3.445 -3.097 4.872
H 4.087 -3.309 1.010
H 5.090 -2.705 2.343
C -4.036 -1.257 -2.808
C -3.407 -0.316 -3.867
C -4.321 -0.424 -5.059
O -4.883 -1.755 -4.931
C -5.240 -1.847 -3.549
H -4.357 -0.818 -1.855
H -3.311 -2.043 -2.585
H -2.389 -0.477 -4.158
H -3.430 0.723 -3.478
H -3.930 -0.398 -6.008
H -5.139 0.362 -4.995
H -5.389 -2.896 -3.334
H -6.146 -1.289 -3.233
C -8.063 1.212 -0.290
C -7.284 0.707 -1.513
C -7.947 1.540 -2.587
O -8.295 2.798 -1.948
C -8.276 2.696 -0.534
H -7.553 1.105 0.669
H -9.008 0.644 -0.217
H -7.456 -0.342 -1.837
H -6.273 0.948 -1.442
H -8.906 1.136 -2.953
H -7.224 1.754 -3.429
H -9.212 3.182 -0.180
H -7.405 3.224 -0.187
C 0.548 4.322 -1.846
C 1.360 5.446 -2.452
C 2.335 5.731 -1.319
O 1.661 5.459 -0.059
C 0.529 4.648 -0.326
H 1.049 3.358 -1.971
H -0.481 4.179 -2.288
H 0.696 6.315 -2.701
H 1.772 5.141 -3.422
H 2.757 6.747 -1.292
H 3.200 5.026 -1.341
H -0.396 5.209 -0.162
H 0.563 3.765 0.319
C 6.852 2.913 -0.544
C 5.865 2.799 0.618
C 5.076 1.467 0.320
O 5.739 0.777 -0.746
C 7.046 1.433 -0.892
H 7.767 3.370 -0.244
H 6.470 3.474 -1.414
H 5.168 3.596 0.780
H 6.336 2.682 1.633
H 4.061 1.708 0.026
H 4.980 0.907 1.218
H 7.310 1.387 -1.963
H 7.858 1.060 -0.245
C -2.883 -5.101 0.660
C -4.036 -5.963 0.133
C -4.199 -5.364 -1.249
O -2.975 -4.762 -1.627
C -2.022 -4.939 -0.567
H -2.410 -5.494 1.534
H -3.245 -4.116 0.928
H -5.032 -5.965 0.570
H -3.717 -7.010 0.050
H -4.968 -4.530 -1.329
H -4.500 -6.126 -1.952
H -1.444 -4.034 -0.507
H -1.479 -5.864 -0.705
C 2.513 -5.510 -0.112
C 1.562 -6.534 0.425
C 0.852 -5.808 1.579
O 0.772 -4.441 1.104
C 1.674 -4.217 0.034
H 2.794 -5.644 -1.160
H 3.425 -5.486 0.475
H 2.059 -7.431 0.694
H 0.775 -6.843 -0.275
H 1.368 -5.783 2.560
H -0.199 -6.148 1.672
H 2.184 -3.249 0.191
H 1.012 -4.157 -0.927
*
```

ΔE to the lowest compared entry with this formula, charge and spin: 9.8 kcal/mol
LUMO energy: 0.51 eV
HOMO-LUMO gap: 9.699 eV

---

Computed, not measured: a 2-piece molecular cluster, C3H11NO2S overall, with ωB97M-V with the def2-TZVPD basis set.

ORCA input file:
```
! RIJCOSX wB97M-V def2-TZVPD def2/J DEFGRID3
* xyz 0 1
C 1.118 0.694 -1.314
C 0.878 2.155 -1.644
S -0.787 2.533 -2.294
N 0.156 0.184 -0.384
C -0.078 -1.209 -0.215
O -1.065 -1.378 0.780
H 1.035 0.162 -2.264
H 2.142 0.649 -0.929
H 1.589 2.473 -2.411
H 1.026 2.798 -0.778
H -1.303 2.983 -1.151
H -0.375 0.839 0.160
H -0.477 -1.643 -1.143
H 0.845 -1.749 0.071
H -0.622 -1.679 1.588
H -1.996 -2.403 4.391
H -0.720 -3.044 3.881
O -1.367 -2.366 3.659
*
```

ΔE to the lowest compared entry with this formula, charge and spin: 14.8 kcal/mol
LUMO energy: 0.55 eV
SMILES string: OCNCCS.O
HOMO-LUMO gap: 8.673 eV

---

Computed, not measured: the molecule C8H12, with ωB97M-V with the def2-TZVPD basis set.

ORCA input file:
```
! RIJCOSX wB97M-V def2-TZVPD def2/J DEFGRID3
* xyz 0 1
C 0.416 0.865 2.834
C 1.420 0.540 1.768
C 2.715 0.818 1.846
C -0.149 0.105 -0.155
C 0.867 -0.266 0.635
C -1.975 -1.028 -3.315
C -1.464 -0.304 -2.116
C -0.707 -0.836 -1.150
H -0.623 0.763 2.517
H 0.516 1.890 3.196
H 0.459 0.176 3.666
H 3.524 0.806 1.121
H 3.025 1.591 2.549
H -0.636 1.061 0.018
H 1.310 -1.234 0.408
H -3.068 -1.003 -3.351
H -1.610 -0.705 -4.293
H -1.692 -2.082 -3.254
H -1.754 0.734 -1.976
H -0.574 -1.892 -0.950
*
```

ΔE to the lowest compared entry with this formula, charge and spin: 27.7 kcal/mol
LUMO energy: 1.14 eV
SMILES string: C=C(C)/C=C/C=C/C
HOMO-LUMO gap: 9.342 eV

---

Computed, not measured: C28H27N9S2SeV as an isolated structure, with ωB97M-V with the def2-TZVPD basis set.

ORCA input file:
```
! RIJCOSX wB97M-V def2-TZVPD def2/J DEFGRID3
* xyz 2 4
V -0.986 -0.757 0.596
C -4.405 -1.694 -1.798
C -3.071 -1.485 -1.164
N -2.822 -0.765 -0.119
N -3.804 -0.046 0.517
C -3.523 0.549 1.719
N -4.522 1.242 2.257
S -2.023 0.409 2.492
C -1.882 -2.227 -1.656
C -1.959 -3.223 -2.612
C -0.823 -3.955 -2.921
C 0.368 -3.646 -2.292
C 0.383 -2.614 -1.371
N -0.714 -1.926 -1.039
H -5.182 -1.046 -1.404
H -4.728 -2.727 -1.646
H -4.347 -1.518 -2.872
H -4.702 0.082 0.075
H -5.423 1.348 1.820
H -4.362 1.704 3.137
H -2.897 -3.434 -3.107
H -0.870 -4.759 -3.644
H 1.275 -4.195 -2.503
H 1.301 -2.314 -0.881
N 2.242 -2.095 2.782
C 3.399 -1.267 2.721
C 4.541 -1.652 3.395
C 5.678 -0.855 3.346
C 5.666 0.322 2.621
C 4.516 0.702 1.938
C 3.386 -0.092 1.990
S 1.947 0.438 1.096
N 0.840 -0.840 1.379
C 1.092 -1.868 2.127
C -0.015 -2.863 2.230
C 0.088 -4.077 2.881
C -1.003 -4.929 2.913
C -2.177 -4.525 2.306
C -2.207 -3.298 1.672
N -1.149 -2.479 1.607
H 2.304 -2.904 3.376
H 4.545 -2.576 3.963
H 6.570 -1.163 3.876
H 6.546 0.950 2.582
H 4.502 1.623 1.366
H 1.007 -4.374 3.366
H -0.937 -5.888 3.409
H -3.062 -5.146 2.323
H -3.116 -2.952 1.201
C 0.309 4.593 0.258
N 0.348 4.115 -1.117
C -0.066 2.918 -1.556
Se -1.023 1.658 -0.586
N 0.175 2.866 -2.877
C 0.741 4.062 -3.319
C 1.122 4.511 -4.574
C 1.620 5.800 -4.644
C 1.731 6.606 -3.504
C 1.347 6.152 -2.255
C 0.849 4.860 -2.192
H -0.086 3.804 0.890
H -0.331 5.471 0.326
H 1.315 4.855 0.580
H -0.038 2.059 -3.438
H 1.029 3.890 -5.455
H 1.925 6.197 -5.602
H 2.122 7.610 -3.604
H 1.427 6.779 -1.378
*
```

ΔE to the lowest compared entry with this formula, charge and spin: 15.4 kcal/mol
LUMO energy (alpha / beta): -5.64 / -5.88 eV
<S²>: 3.78
HOMO-LUMO gap (alpha / beta): 6.457 / 6.478 eV